The following is a DFT calculation (ωB97M-V/def2-TZVPD) of a 6-piece molecular cluster, C38H49BrF24O12 overall at a distorted geometry.

Positions of all 124 atoms, in Å:
C: -3.602 -0.284 0.091
C: -3.336 -0.727 1.411
C: -1.911 -0.524 2.134
C: -1.986 0.939 2.807
O: -2.576 1.006 3.897
O: -1.448 1.998 2.072
C: -0.037 2.254 2.281
C: 0.741 1.261 3.257
C: 0.581 1.517 4.818
C: 1.632 0.623 5.649
F: 2.765 1.450 5.922
F: 2.166 -0.441 4.860
C: 1.035 -0.057 6.960
F: -0.336 -0.312 6.931
F: 1.660 -1.338 7.070
C: 1.356 0.676 8.338
F: 0.776 -0.137 9.349
F: 2.733 0.692 8.655
C: 0.706 2.119 8.524
F: 0.967 3.020 7.504
F: 1.294 2.673 9.684
F: -0.639 1.946 8.812
C: 0.648 1.962 0.824
C: 2.056 2.681 0.620
C: -0.360 2.068 -0.403
C: 0.502 1.666 -1.721
C: 0.055 3.799 2.726
Br: -0.231 5.111 1.269
C: -0.961 4.189 3.915
C: -1.688 5.598 3.794
H: -4.243 -0.931 -0.584
H: -3.266 0.709 -0.331
H: -4.200 -1.215 1.978
H: -1.116 -0.566 1.320
H: -1.787 -1.328 2.921
H: 1.856 1.442 3.035
H: 0.603 0.151 3.000
H: 0.933 2.594 5.004
H: -0.473 1.464 5.223
H: 0.905 0.838 0.868
H: 2.841 2.024 0.120
H: 1.988 3.687 0.076
H: 2.495 2.942 1.651
H: -0.774 3.093 -0.622
H: -1.165 1.255 -0.345
H: 1.210 2.508 -2.021
H: 1.073 0.695 -1.587
H: -0.207 1.533 -2.613
H: 1.131 3.947 3.094
H: -0.316 4.255 4.865
H: -1.754 3.411 4.133
H: -2.238 5.752 4.795
H: -2.511 5.644 3.007
H: -0.975 6.492 3.732
C: -1.750 -1.238 -7.321
C: -2.768 -0.530 -6.450
O: -2.927 -1.217 -5.197
C: -2.024 -0.924 -4.246
O: -1.120 -0.146 -4.385
C: -2.344 -1.681 -2.960
F: -2.671 -2.967 -3.185
F: -3.386 -1.134 -2.298
F: -1.318 -1.696 -2.098
H: -2.021 -2.289 -7.453
H: -1.687 -0.766 -8.297
H: -0.758 -1.220 -6.863
H: -3.740 -0.543 -6.939
H: -2.501 0.513 -6.290
C: 4.626 1.269 -9.999
C: 3.645 1.571 -8.884
O: 2.294 1.512 -9.369
C: 1.740 0.288 -9.421
O: 2.299 -0.723 -9.095
C: 0.295 0.378 -9.904
F: 0.152 1.211 -10.951
F: -0.527 0.835 -8.936
F: -0.195 -0.808 -10.295
H: 4.458 1.934 -10.849
H: 5.653 1.392 -9.651
H: 4.503 0.247 -10.364
H: 3.802 2.589 -8.521
H: 3.783 0.901 -8.033
C: 5.058 -2.562 7.252
C: 3.985 -3.513 6.762
O: 4.381 -4.125 5.523
C: 5.181 -5.202 5.626
O: 5.571 -5.662 6.664
C: 5.477 -5.773 4.243
F: 5.766 -4.817 3.340
F: 4.424 -6.456 3.751
F: 6.518 -6.620 4.241
H: 5.300 -1.827 6.480
H: 4.727 -2.037 8.150
H: 5.982 -3.097 7.483
H: 3.069 -2.960 6.561
H: 3.745 -4.271 7.513
C: 2.680 -6.379 1.147
C: 1.412 -6.012 0.406
O: 1.104 -4.624 0.610
C: 1.737 -3.753 -0.195
O: 2.521 -4.063 -1.050
C: 1.280 -2.330 0.107
F: 1.209 -2.080 1.431
F: 0.056 -2.081 -0.392
F: 2.101 -1.401 -0.408
H: 2.595 -6.114 2.203
H: 2.880 -7.449 1.066
H: 3.541 -5.835 0.750
H: 0.573 -6.583 0.806
H: 1.482 -6.247 -0.658
C: -7.795 1.676 -2.229
C: -7.692 2.854 -3.177
O: -6.382 2.918 -3.762
C: -6.177 2.135 -4.836
O: -7.004 1.407 -5.313
C: -4.766 2.340 -5.381
F: -3.837 2.382 -4.407
F: -4.656 3.496 -6.062
F: -4.389 1.361 -6.222
H: -7.004 1.717 -1.477
H: -8.763 1.671 -1.724
H: -7.679 0.730 -2.763
H: -7.834 3.784 -2.625
H: -8.463 2.817 -3.950

Cartesian forces, eV/Å:
C -0.2 -0.8 2.6
C -0.1 0.9 -2.2
C -1.3 1.7 -0.7
C -0.9 -2.2 1.7
O 1.8 1.0 -3.0
O -0.7 -1.3 1.8
C 1.1 0.5 -1.6
C 0.8 0.0 0.5
C 0.9 0.7 0.2
C 0.3 0.4 -2.0
F -2.0 -1.7 0.1
F -1.1 1.9 1.4
C 0.9 -2.0 0.9
F 2.4 0.9 -0.4
F -1.2 2.4 0.1
C 0.5 -1.3 1.8
F 0.9 1.6 -1.9
F -2.8 0.2 -1.3
C 0.5 1.1 2.3
F -1.1 -2.0 1.7
F -1.3 -1.0 -2.4
F 2.5 0.8 -1.3
C 0.0 -0.8 0.1
C 0.3 0.7 0.7
C 1.4 -1.0 -1.5
C -0.7 0.4 -0.4
C 0.3 -0.8 1.4
Br 0.4 -0.7 0.1
C 0.4 0.6 0.8
C -0.6 0.3 1.3
H -0.2 1.6 1.7
H 0.6 -1.7 0.3
H 1.8 -0.2 -1.0
H -1.0 0.0 1.2
H -0.1 1.2 -0.9
H -1.6 -0.2 0.2
H -0.2 1.7 0.2
H -0.5 -1.7 -0.1
H 1.2 -0.3 -0.6
H -0.4 1.5 -0.1
H -1.3 0.8 0.5
H 0.0 -1.6 0.6
H -0.5 -0.4 -1.4
H 0.2 -1.2 0.7
H 1.0 1.5 0.2
H -0.7 -1.2 0.5
H -0.6 1.2 -0.1
H 1.0 0.1 1.3
H -1.6 0.1 -0.7
H -1.0 -0.1 -1.3
H 1.0 0.7 -0.6
H 0.7 -0.3 -1.4
H 1.4 -0.1 0.8
H -1.0 -1.4 -0.3
C 0.1 -0.4 0.3
C 0.5 -0.2 -1.0
O 0.2 0.0 1.1
C -0.2 0.7 -1.7
O -0.2 -0.5 0.6
C -0.1 -1.1 1.4
F 0.1 0.4 -0.3
F 0.4 0.0 -1.3
F -0.5 0.4 -1.1
H -0.1 0.1 0.0
H -0.2 -0.2 0.2
H 0.0 0.1 -0.1
H 0.1 -0.3 0.3
H 0.3 -0.3 0.2
C -0.1 -0.2 -0.3
C 0.8 0.1 0.2
O -0.9 -0.5 -0.1
C 1.6 0.4 0.6
O -0.8 0.2 -0.3
C -1.6 0.1 -0.8
F 0.4 -0.1 0.3
F 0.7 0.2 -0.1
F 0.6 0.2 0.3
H 0.1 0.1 0.1
H -0.1 0.0 0.0
H 0.1 0.0 0.1
H -0.3 0.0 -0.1
H -0.2 -0.1 -0.2
C 0.3 -0.1 -0.1
C -0.2 0.5 0.6
O 0.4 -0.9 -0.5
C -0.7 1.0 1.4
O 0.1 -0.2 -0.8
C 0.7 -0.6 -1.6
F -0.2 0.0 0.5
F 0.0 0.2 0.5
F -0.4 0.3 0.5
H -0.2 0.0 0.1
H 0.0 0.0 -0.1
H -0.1 0.0 0.1
H 0.2 -0.2 -0.3
H 0.2 -0.1 -0.2
C 0.2 0.2 0.1
C 0.2 -0.8 0.0
O -0.1 1.0 -0.4
C 0.2 -1.8 -0.1
O -0.3 0.7 0.3
C -0.4 1.7 0.4
F 0.1 -0.4 -0.2
F 0.7 -0.6 0.5
F 0.0 -0.7 0.0
H -0.1 -0.1 -0.1
H -0.1 0.1 0.0
H -0.1 -0.1 -0.1
H -0.1 0.4 0.0
H 0.0 0.3 0.1
C 0.2 -0.3 -0.1
C -0.7 -0.1 0.5
O 0.6 -0.2 -0.8
C -1.6 0.2 0.9
O 0.8 0.2 -0.2
C 1.7 0.3 -0.5
F -0.5 -0.1 0.0
F -0.5 -0.2 0.2
F -1.2 0.8 0.5
H -0.1 0.1 0.0
H 0.1 0.0 -0.1
H -0.1 0.1 0.0
H 0.3 0.0 -0.2
H 0.3 -0.1 -0.1

- Highest occupied orbital energy: -8.79 eV
- LUMO level: 0.464 eV
- Strongest force on any atom: 0.0708 Eh/bohr
- SMILES string: C=CCC(=O)O[C@@](CCC(F)(F)C(F)(F)C(F)(F)C(F)(F)F)([C@H](C)CC)[C@@H](Br)CC.CCOC(=O)C(F)(F)F.CCOC(=O)C(F)(F)F.CCOC(=O)C(F)(F)F.CCOC(=O)C(F)(F)F.CCOC(=O)C(F)(F)F

The following is a DFT calculation (ωB97M-V/def2-TZVPD) of C33H29CuO4P2 as an isolated structure at a distorted geometry.

Positions of all 69 atoms, in Å:
Cu: -2.630 0.249 1.333
C: -1.330 1.781 5.015
C: -1.936 0.717 4.144
O: -2.853 1.054 3.386
C: -1.396 -0.619 4.247
C: -0.502 -0.963 5.255
C: 0.035 -2.205 5.446
C: -0.403 -3.237 4.614
C: -1.153 -2.931 3.500
C: -1.712 -1.643 3.248
O: -2.523 -1.485 2.222
H: -1.545 2.776 4.650
H: -0.252 1.722 5.113
H: -1.687 1.754 6.067
H: -0.384 -0.195 5.984
H: 0.565 -2.344 6.401
H: -0.105 -4.235 4.800
H: -1.426 -3.755 2.853
O: -2.426 -0.837 -2.128
P: -0.991 -0.713 -2.497
C: -0.331 0.995 -2.202
P: -0.542 1.594 -0.539
O: -1.897 1.451 0.061
C: -0.211 3.407 -0.501
C: -0.396 3.913 0.759
C: -0.170 5.294 0.984
C: 0.273 6.078 -0.088
C: 0.531 5.560 -1.321
C: 0.184 4.254 -1.567
C: 0.893 0.878 0.322
C: 2.143 1.513 0.127
C: 3.302 1.022 0.670
C: 3.244 -0.156 1.433
C: 2.067 -0.827 1.653
C: 0.894 -0.238 1.202
C: -0.606 -1.072 -4.237
C: -0.939 -2.404 -4.664
C: -1.123 -2.721 -6.007
C: -0.844 -1.737 -6.977
C: -0.321 -0.524 -6.587
C: -0.342 -0.129 -5.214
C: 0.058 -1.873 -1.680
C: -0.553 -2.575 -0.619
C: 0.069 -3.639 0.035
C: 1.351 -3.942 -0.395
C: 1.995 -3.286 -1.386
C: 1.350 -2.272 -2.050
H: -0.891 1.703 -2.827
H: 0.789 1.016 -2.547
H: -0.595 3.353 1.602
H: -0.355 5.830 1.957
H: 0.489 7.108 0.063
H: 0.823 6.250 -2.114
H: 0.368 3.896 -2.575
H: 2.096 2.461 -0.488
H: 4.260 1.512 0.624
H: 4.229 -0.457 1.778
H: 2.023 -1.684 2.292
H: -0.063 -0.666 1.562
H: -1.205 -3.181 -3.967
H: -1.454 -3.722 -6.221
H: -0.741 -1.922 -8.012
H: 0.009 0.084 -7.411
H: -0.202 0.953 -5.040
H: -1.407 -2.132 -0.190
H: -0.430 -4.100 0.878
H: 1.920 -4.654 0.140
H: 3.074 -3.346 -1.485
H: 1.836 -1.758 -2.885

Cartesian forces, eV/Å:
Cu 0.0 -0.6 0.2
C 0.3 0.6 1.2
C -0.4 0.5 0.0
O 0.4 -0.1 0.1
C -0.2 -1.5 -1.9
C -0.5 0.5 0.1
C -0.3 0.0 1.4
C 0.3 1.3 -0.6
C -0.2 -0.5 0.1
C -1.1 0.5 -0.2
O 1.3 -0.1 1.1
H -0.4 0.1 -0.3
H 0.2 -0.2 -0.2
H -0.1 -0.2 -0.6
H 0.6 0.2 0.6
H 0.0 -0.3 -0.7
H 0.3 -0.9 0.1
H -0.2 0.2 -0.2
O 0.7 0.1 -0.2
P -0.4 0.6 -0.5
C 1.4 -0.2 -1.4
P 1.2 1.1 0.6
O -0.2 -0.3 -0.2
C 0.1 -0.7 -1.4
C 1.0 3.3 -0.2
C -0.2 0.4 -0.2
C 0.0 -0.1 1.7
C -0.8 0.2 -0.9
C 0.6 -1.2 0.1
C 1.0 -0.6 1.4
C -1.3 1.4 -1.5
C -0.2 -0.8 0.8
C 1.3 0.6 -0.8
C -0.2 1.0 0.3
C -1.6 0.1 -0.7
C -0.9 -0.6 -0.6
C -0.4 0.8 -0.6
C 0.4 0.9 0.7
C 1.3 -0.5 1.3
C -0.8 -0.1 1.0
C 0.3 0.4 -1.4
C 0.5 -1.8 1.2
C 1.1 0.3 0.1
C -0.2 1.0 -1.0
C -0.6 -1.0 1.5
C 0.9 1.5 -0.5
C -0.7 1.2 -1.1
H 0.0 -0.3 -0.1
H -1.9 0.1 0.9
H -0.8 -1.6 1.4
H 0.2 -1.1 -1.0
H 0.0 0.7 0.3
H 0.1 -0.4 0.1
H -0.3 -0.4 0.1
H 0.5 -1.1 0.8
H 0.0 0.3 -0.4
H -0.4 -0.5 0.3
H -0.1 -0.4 0.2
H 0.6 0.2 -0.6
H 0.2 0.1 0.5
H -0.1 -0.1 -0.4
H -0.5 -0.6 -1.0
H 0.1 0.7 0.3
H 0.2 -0.8 0.4
H -1.4 0.0 0.2
H 0.3 -0.1 -0.1
H 0.4 -0.9 0.6
H -0.1 -0.6 -0.4
H 0.0 -0.1 0.3

- Relative energy (zero: lowest compared OMol25 entry of this formula, charge and spin): 10.3 kcal per mole
- Highest occupied orbital energy: -7.20 eV
- LUMO level: 0.305 eV
- Strongest force on any atom: 0.0677 Eh/bohr

The following is a DFT calculation (ωB97M-V/def2-TZVPD) of an isolated molecule of C7H12O at a distorted geometry.

Positions of all 20 atoms, in Å:
C: -2.090 -0.255 1.953
C: -1.220 0.860 2.506
C: 0.054 1.034 1.705
C: 0.665 0.202 -2.873
C: 0.883 -0.542 -1.784
O: 1.452 -1.797 -1.830
C: 0.628 -0.259 -0.366
C: 0.124 0.818 0.239
H: -2.518 -0.891 2.757
H: -2.938 0.129 1.398
H: -1.530 -0.945 1.321
H: -1.123 0.898 3.588
H: -1.803 1.812 2.436
H: 0.512 1.997 2.029
H: 0.849 0.374 2.090
H: 0.480 1.254 -2.719
H: 0.591 -0.088 -3.907
H: 1.652 -2.027 -2.744
H: 1.092 -1.024 0.263
H: -0.276 1.587 -0.432

Cartesian forces, eV/Å:
C -0.5 -1.2 1.1
C -1.7 1.6 -0.8
C 2.5 0.2 1.7
C -0.4 0.8 0.7
C 0.2 -0.5 -0.5
O -0.5 -0.2 -0.2
C 1.1 0.3 1.0
C -0.9 0.5 -1.5
H 0.2 0.4 -0.3
H 0.0 0.0 -0.3
H 0.0 0.1 -0.1
H 0.8 -0.8 0.1
H 0.2 -0.5 -0.5
H -0.4 -0.1 -0.8
H -0.5 -0.4 0.2
H -0.5 0.1 0.1
H 0.6 -0.6 -0.1
H 0.0 0.1 -0.1
H -0.3 0.1 0.0
H 0.0 0.0 0.3

- Relative energy (zero: lowest compared OMol25 entry of this formula, charge and spin): 36.0 kcal per mole
- Highest occupied orbital energy: -8.46 eV
- LUMO level: 0.870 eV
- Strongest force on any atom: 0.0593 Eh/bohr
- SMILES string: C=C(O)/C=C/CCC

The following is a DFT calculation (ωB97M-V/def2-TZVPD) of C26H44KNO10S2 as an isolated structure at a distorted geometry.

Positions of all 84 atoms, in Å:
K: 0.192 1.329 0.163
C: 0.055 1.508 3.724
C: -0.155 3.020 3.428
C: 0.592 3.856 4.483
O: 0.244 3.346 2.187
H: -0.253 1.219 4.746
H: 1.108 1.275 3.514
H: -0.568 0.872 3.074
H: -1.273 3.196 3.565
H: 1.641 3.948 4.183
H: 0.552 3.499 5.523
H: 0.200 4.884 4.480
C: 6.027 1.699 1.838
C: 6.054 0.299 2.005
C: 4.803 -0.461 1.593
O: 4.791 -1.690 1.819
C: 3.675 0.213 1.035
C: 3.705 1.571 0.753
C: 4.900 2.383 1.306
O: 4.809 3.607 1.253
O: 2.801 2.201 0.203
O: 7.052 -0.353 2.366
H: 6.833 2.387 2.063
H: 2.817 -0.377 0.737
C: -3.843 2.622 0.736
C: -3.308 1.811 -0.452
C: -3.843 0.462 -0.221
S: -5.587 0.713 0.163
O: -5.968 -0.272 1.139
O: -6.385 0.843 -1.031
C: -5.337 2.310 0.929
H: -3.625 3.686 0.702
H: -3.328 2.268 1.632
H: -2.240 1.808 -0.274
H: -3.520 2.247 -1.422
H: -3.548 0.009 0.730
H: -3.771 -0.308 -0.987
H: -5.482 2.143 1.994
H: -6.009 3.062 0.534
C: 0.278 -2.064 4.467
C: -0.835 -3.069 4.404
C: -1.465 -2.972 3.022
S: -0.188 -2.301 1.925
O: -0.611 -1.070 1.325
O: 0.195 -3.370 1.043
C: 1.045 -2.059 3.168
H: 0.957 -2.131 5.320
H: -0.152 -1.065 4.637
H: -1.612 -2.734 5.104
H: -0.614 -4.071 4.768
H: -2.294 -2.271 3.050
H: -1.736 -3.922 2.578
H: 1.724 -1.243 2.959
H: 1.675 -2.948 3.104
C: 0.973 -2.565 -2.334
C: 1.285 -1.192 -2.946
C: 2.055 -1.426 -4.255
C: 1.201 -1.702 -5.492
C: 0.019 -0.743 -5.673
C: -0.755 -0.380 -4.389
N: 0.120 -0.352 -3.229
O: -0.696 -0.216 -2.109
C: -1.352 0.982 -4.564
C: -1.798 -1.504 -4.267
C: 2.253 -0.415 -2.046
H: 0.420 -3.157 -3.077
H: 0.307 -2.418 -1.475
H: 1.793 -3.153 -1.935
H: 2.688 -0.553 -4.450
H: 2.673 -2.318 -4.156
H: 0.791 -2.721 -5.409
H: 1.853 -1.690 -6.367
H: -0.657 -1.225 -6.381
H: 0.439 0.142 -6.168
H: -0.646 1.772 -4.321
H: -1.693 1.195 -5.584
H: -2.255 1.074 -3.947
H: -2.483 -1.395 -5.120
H: -1.373 -2.501 -4.283
H: -2.506 -1.411 -3.431
H: 2.415 0.566 -2.486
H: 3.198 -0.961 -1.988
H: 1.927 -0.369 -1.015
H: -1.371 -0.909 -2.186

Cartesian forces, eV/Å:
K 1.0 0.7 0.7
C -0.3 -0.2 0.1
C -0.3 -0.3 -0.2
C 0.1 0.6 0.2
O -0.6 -0.4 -0.6
H 0.4 0.2 0.0
H -0.1 -0.1 0.2
H 0.1 0.3 -0.2
H 0.2 0.0 0.3
H -0.1 -0.2 0.0
H -0.1 -0.2 -0.1
H 0.0 -0.2 0.0
C -0.8 0.0 -0.2
C 1.3 1.1 -0.6
C -1.2 -1.2 0.4
O -0.2 0.1 -0.1
C 0.9 -0.5 0.2
C 0.3 0.1 0.9
C 0.3 -0.4 0.1
O 0.1 0.8 -0.2
O -1.3 0.3 -1.1
O 0.0 -0.2 0.3
H 0.4 -0.4 0.3
H 0.0 -0.2 0.0
C -0.2 0.1 0.2
C 1.2 1.1 0.9
C -1.4 -1.5 0.3
S 0.3 -0.1 -0.4
O -0.3 -0.2 0.4
O -0.1 0.2 -0.2
C 0.5 0.1 0.6
H -0.1 0.1 -0.3
H 0.2 0.0 -0.1
H 0.2 0.0 -0.6
H -0.2 -0.1 -0.2
H 0.6 0.2 -0.1
H 0.0 0.2 -0.2
H -0.5 0.1 0.0
H -0.2 -0.1 -0.2
C 0.7 1.7 0.7
C -1.3 0.0 1.1
C 0.3 0.1 -0.2
S 0.3 -0.9 0.1
O -0.5 0.8 -0.3
O 0.1 -0.3 -0.4
C 0.7 -0.9 0.1
H 0.0 -0.6 -0.1
H -0.1 -0.1 -0.3
H 0.1 -0.1 0.1
H 0.5 -0.1 -0.6
H -0.1 0.0 -0.3
H -0.2 0.0 0.0
H -0.2 0.6 -0.1
H -0.1 -0.1 -0.1
C -1.6 0.3 0.2
C 1.2 -0.8 -0.3
C -0.3 0.3 -0.8
C -0.6 -0.5 0.7
C 1.4 0.1 -0.3
C 1.1 -1.8 -0.8
N 0.5 0.7 -0.2
O -0.4 0.4 0.8
C -1.4 0.8 -0.1
C -1.5 0.6 -0.4
C -0.2 -0.6 -0.1
H 0.1 -0.2 0.2
H 0.0 -0.1 -0.1
H 0.4 0.3 -0.3
H 0.0 -0.1 0.0
H 0.4 0.3 0.4
H 0.2 0.1 -0.1
H -0.2 0.0 -0.1
H -0.2 0.3 -0.1
H -0.3 0.2 0.2
H 0.1 -0.1 0.2
H 0.1 -0.4 0.0
H 0.3 0.3 0.1
H 0.2 -0.2 0.0
H 0.2 -0.1 0.0
H 0.3 -0.1 0.1
H 0.1 0.2 0.3
H 0.0 0.1 -0.1
H -0.2 0.3 0.0
H 0.2 -0.1 0.4

- Total charge: -2
- Highest occupied orbital energy: -0.24 eV
- LUMO level: 3.288 eV
- Strongest force on any atom: 0.0435 Eh/bohr